Computed, not measured: C2H2F2LiOY as an isolated structure, with ωB97M-V/def2-TZVPD.

The geometry in XYZ format:
```
9
Properties=species:S:1:pos:R:3:forces:R:3:lowdin_charge:R:1
F -1.264 -0.215 -1.955 -0.1 -0.2 0.2 -0.484
O 0.623 0.683 0.090 -0.6 -2.3 -2.3 -0.225
Y -0.835 -1.093 -0.270 1.2 1.0 0.9 2.237
Li -0.599 1.277 -2.628 0.0 0.9 -0.9 0.899
C 1.875 0.952 0.379 -3.5 1.5 2.4 -0.257
C 2.172 1.663 1.491 -0.1 1.6 0.1 0.270
H 2.573 2.201 0.265 1.6 -1.7 -1.2 0.332
F 2.209 -0.032 1.649 1.6 -0.7 -0.3 0.059
H 1.632 2.512 1.902 -0.1 -0.1 1.1 0.169
```
Positions in Å, forces in eV/Å.

Calculated values
Charge: +3
Total energy (hartree): -396.8028
Molar mass (u): 175.88
Spin multiplicity: 2
Energy above the lowest of the compared OMol25 structures with the same formula, charge and spin (kJ/mol): 369.75
<S²>: 0.785
Strongest force on any atom (hartree/bohr): 0.08707